# C27H44Cl2F2IKN3O8

A molecular structure, C27H44Cl2F2IKN3O8 in a non-equilibrium geometry (ωB97M-V with the def2-TZVPD basis set, the Open Molecules 2025 dataset).

**Total energy**: -104452.585 eV
**Total charge**: +1
**Gap between HOMO and LUMO**: 5.69 eV

Element x y z (Å)
C -3.4585 -2.0493 5.0380
C -4.3340 -0.8364 4.7493
C -5.2631 -0.8895 3.5167
I -5.2165 -2.7147 2.3837
C -6.7743 -0.4709 3.6651
N -7.4010 -0.1756 2.4430
O -6.7492 0.7805 4.5164
C -7.0336 0.4400 5.7550
O -7.1367 1.2456 6.6457
O -7.1572 -0.8778 5.9039
C -7.6642 -1.3170 4.6458
Cl -9.3164 -0.6333 4.5362
C -7.7403 -2.8523 4.6021
F -6.5734 -3.2474 5.2502
C -8.9090 -3.5576 5.2531
C -8.7290 -5.0773 5.1022
H -4.0271 -2.9649 5.2288
H -2.7536 -2.2566 4.2227
H -2.8597 -1.8552 5.9343
H -3.6839 0.0371 4.5892
H -4.9062 -0.6299 5.6552
H -4.8760 -0.1742 2.7830
H -7.6088 -1.0280 1.9310
H -6.8203 0.4130 1.8533
H -7.6509 -3.1465 3.5480
H -9.8404 -3.2216 4.7900
H -8.9190 -3.2870 6.3160
H -9.6692 -5.5443 4.7941
H -8.4187 -5.5502 6.0353
H -7.9795 -5.3419 4.3489
O -5.2220 -6.8283 4.5305
Cl -4.1911 -6.2893 5.3843
O -3.0646 -7.1770 5.4328
O -4.7146 -6.0603 6.7068
O -3.7623 -5.0051 4.8281
K -6.6031 3.0191 5.7917
C 6.4799 1.8149 -2.3917
N 5.2281 1.2087 -1.9106
C 4.3664 1.9500 -1.2113
C 3.1838 1.4219 -0.7399
C 2.8817 0.0921 -0.9998
C 3.7886 -0.6655 -1.7635
C 4.9499 -0.0954 -2.1819
C 1.6171 -0.5227 -0.5121
C 0.7660 -1.1501 -1.4101
C -0.3786 -1.7616 -0.9413
N -0.6937 -1.7413 0.3527
C 0.1018 -1.0824 1.2433
C 1.2422 -0.4649 0.8462
C -1.8723 -2.4589 0.8512
H 7.0346 2.2153 -1.5466
H 6.2580 2.6132 -3.0972
H 7.0702 1.0502 -2.8856
H 4.6591 2.9761 -1.0351
H 2.5197 2.0517 -0.1657
H 3.5995 -1.7097 -1.9487
H 5.7127 -0.6406 -2.7166
H 0.9929 -1.1994 -2.4648
H -1.0597 -2.2937 -1.5897
H -0.2163 -1.1293 2.2744
H 1.8872 0.0034 1.5719
H -2.5649 -1.8160 1.3934
H -1.5491 -3.2521 1.5245
H -2.3993 -2.8960 0.0083
C 7.5294 4.0210 -8.7979
C 8.2336 3.5878 -7.5169
C 7.2667 3.1991 -6.3994
C 6.3456 4.3246 -5.9301
C 7.0529 5.5832 -5.4263
C 7.9629 5.3152 -4.2334
H 6.9180 4.9120 -8.6441
H 8.2470 4.2550 -9.5842
H 6.8771 3.2272 -9.1692
H 8.9040 4.3835 -7.1796
H 8.8724 2.7280 -7.7322
H 7.8453 2.8236 -5.5480
H 6.6437 2.3663 -6.7346
H 5.7093 3.9377 -5.1226
H 5.6614 4.6010 -6.7361
H 6.2899 6.3157 -5.1511
H 7.6360 6.0435 -6.2278
H 7.3853 4.8714 -3.4153
H 8.4129 6.2330 -3.8556
H 8.7718 4.6306 -4.4905
O 4.1228 2.0076 -6.6677
H 3.7378 2.1499 -5.7978
H 3.7456 2.7049 -7.2148
F 3.2504 -1.6156 0.3113